[1]
A molecular structure, C2H2FeO4. Source: the Open Molecules 2025 dataset; level of theory: ωB97M-V with the def2-TZVPD basis set.

Each line ends with the Löwdin charge.
Geometry (Å):
C  -0.8659  0.5574  2.5035  0.0418
O  -1.3177  0.3680  1.3796  -0.0945
H  -0.3289  -0.2425  3.0408  0.1222
H  -1.0920  1.4915  3.0442  0.1183
O  2.4513  -0.2240  -2.0354  0.0273
C  1.3807  -0.2975  -1.4214  -0.8830
O  0.2471  0.2018  -1.8682  -0.1585
O  1.2765  -0.7958  -0.1997  -0.1659
Fe  -0.6086  -0.3666  -0.2503  0.9924

Cartesian forces (eV/Å) of the 2 atoms listed first:
-0.7 -0.5 -0.1
0.1 0.8 1.6

Summary:
* orbital gap (alpha / beta): 6.0 / 6.2 eV
* multiplicity: 5
* charge: 0
* HOMO energy (alpha / beta): -8.157 / -8.501 eV
* E_tot: -44681.5380 eV

[2]
2 unconnected molecules or ions with the total composition C6H12N2. Source: the Open Molecules 2025 dataset; level of theory: ωB97M-V with the def2-TZVPD basis set.

Each line ends with the Löwdin charge.
Geometry (Å):
C  -1.5646  1.0420  0.1223  -0.0520
C  -0.4424  1.0133  -0.8742  -0.3610
C  0.6271  1.9009  -1.0463  -0.0549
N  0.9869  1.7159  -2.3652  0.0195
C  0.0864  0.9402  -3.0028  -0.1917
N  -0.7630  0.4966  -2.1061  0.0680
H  -2.3959  1.3467  -0.5240  0.0759
H  -1.3904  1.9074  0.7849  0.0803
H  -1.8777  0.1236  0.5868  0.0572
H  1.0386  2.6483  -0.4009  0.1048
H  1.7396  2.2924  -2.7082  0.1419
H  0.0032  0.9086  -4.0745  0.1138
C  0.6011  -1.9593  2.7083  -0.1734
C  0.3493  -2.1617  1.2124  -0.1742
H  0.5048  -0.8668  2.9304  0.0658
H  -0.0454  -2.5718  3.3344  0.0591
H  1.6375  -2.0919  3.0326  0.0557
H  0.4809  -1.3336  0.4981  0.0461
H  1.0963  -2.9108  0.9280  0.0602
H  -0.6723  -2.4400  0.9642  0.0589

Cartesian forces (eV/Å) of the 2 atoms listed first:
0.1 1.4 -0.7
0.2 1.4 -1.0

Summary:
* ΔE to the lowest compared entry with this formula, charge and spin: 22.1 kcal/mol
* SMILES: Cc1c[nH]cn1.CC
* orbital gap: 9.4 eV
* multiplicity: 1
* charge: 0
* HOMO energy: -8.577 eV
* E_tot: -9395.8924 eV